No. 1
Entry from the OMol25 dataset: a gas-phase ion, C4H11N2 (charge +1) (ωB97M-V/def2-TZVPD).

Output
highest occupied orbital energy: -12.9858 eV
gap between HOMO and LUMO: 9.379 eV
SMILES string: CC/C([NH3+])=C/N
net charge: +1
energy relative to the best compared isomer or geometry (same formula, charge and spin): 260.0 kJ/mol
calculated total energy: -268.2059 Ha
2S+1: 1

```
17
Properties=species:S:1:pos:R:3:forces:R:3
C 2.1795 -0.5649 -0.0237 -0.8 0.3 0.2
C 1.3681 0.8510 0.0818 1.4 -2.1 -2.5
C -0.0608 0.4445 -0.0614 -2.1 -0.9 1.6
N -0.6987 0.1891 -1.4988 4.9 2.8 1.6
C -0.7847 -0.0558 0.9712 1.0 -0.4 -0.5
N -2.0587 -0.6117 0.8739 0.2 0.7 -0.8
H 1.8522 -1.3279 0.7470 0.6 1.2 -0.6
H 1.9230 -1.0451 -0.9900 0.0 0.3 0.3
H 3.2637 -0.4256 -0.0602 -0.2 0.0 0.4
H 1.6650 1.4712 0.9451 -0.6 -0.4 -0.5
H 1.6486 1.3431 -0.8957 0.0 0.2 1.2
H 0.1043 0.6201 -2.0453 -1.4 -0.5 0.1
H -0.6264 -0.7969 -1.7194 -1.4 -0.3 0.0
H -1.4700 0.8359 -1.5839 -0.9 -0.9 -0.6
H -0.2074 -0.3217 1.9147 -0.8 0.9 -1.0
H -2.9370 -0.1001 0.7313 1.0 -0.1 0.1
H -2.1274 -1.3438 1.5238 -0.8 -0.9 0.9
```
Positions in Å, forces in eV/Å.

***

No. 2
Entry from the OMol25 dataset: a molecular structure, C27H35ClMoN4P2 (ωB97M-V/def2-TZVPD).

Output
highest occupied orbital energy (spin up / spin down): -12.9835 / -12.9825 eV
gap between HOMO and LUMO (spin up / spin down): 6.475 / 2.508 eV
net charge: +2
energy relative to the best compared isomer or geometry (same formula, charge and spin): 61.1 kJ/mol
calculated total energy: -2479.1873 Ha
2S+1: 3
⟨S²⟩: 2.01

```
70
Properties=species:S:1:pos:R:3:forces:R:3
Mo 0.0420 0.8561 2.9186 -1.5 0.5 3.0
C -2.0620 1.8616 -4.4088 1.0 3.9 -1.7
C -2.1027 0.6365 -3.8675 -0.1 -4.0 1.0
C -1.3478 -0.5688 -4.3352 0.9 0.4 0.2
C 0.0678 -0.3065 -4.9444 -0.4 -0.3 -0.3
C 0.9503 0.5641 -4.0895 -0.1 0.0 0.5
C 1.0008 1.9013 -4.1095 0.0 -0.4 0.0
C 0.2392 2.8043 -5.0516 0.6 0.3 0.4
C -1.1609 2.3423 -5.5135 -1.1 0.2 -0.1
C 1.3265 0.5409 4.6227 0.5 -0.1 0.3
H -2.7295 2.6416 -4.0268 0.0 -0.4 0.1
H -2.8422 0.4401 -3.0844 0.2 0.2 -0.3
H -1.9700 -1.0939 -5.0898 -0.1 0.1 0.3
H -1.2384 -1.2815 -3.4960 -0.3 0.3 -0.3
H 0.5526 -1.2946 -5.0695 -0.3 0.5 -0.1
H -0.0499 0.1449 -5.9418 0.3 -0.5 0.3
H 1.5988 -0.0025 -3.4096 -0.1 0.4 -0.1
H 1.7119 2.4112 -3.4495 -0.2 -0.2 -0.3
H 0.8751 2.9725 -5.9392 -0.4 0.0 0.2
H 0.1341 3.7874 -4.5671 0.0 -0.3 -0.2
H -1.6550 3.2154 -5.9710 0.2 -0.3 0.1
H -1.0678 1.5792 -6.2916 -0.1 0.0 0.1
H 0.8958 1.2193 5.3963 0.3 -0.4 -0.6
H 2.3566 0.8752 4.4010 -0.3 -0.1 0.1
H 1.3636 -0.4806 5.0545 -0.1 0.6 -0.3
P 1.6306 -0.4730 1.8880 2.7 -0.4 -0.2
P -1.3492 -0.7412 1.8768 -3.3 -0.4 -1.4
N 2.7400 0.8345 1.4388 -1.1 -1.2 0.2
N 2.7629 -1.7009 2.4317 -1.0 0.7 -0.1
N -2.3184 0.4691 0.9803 1.2 -0.1 -0.3
N -2.7616 -1.7261 2.3356 1.1 0.4 0.3
C 0.9159 -1.1128 0.3219 0.1 -0.4 -0.2
C -0.4929 -1.7163 0.5743 0.3 -0.1 0.3
C 2.5146 2.1574 1.8492 0.5 -0.2 -0.8
C 3.4325 2.9447 1.1591 -0.9 -0.3 0.3
C 4.1864 2.0989 0.2906 -0.8 -1.0 0.6
C 3.7307 0.7966 0.4807 0.0 1.1 0.1
C 3.6334 -1.6276 3.5312 0.4 -0.8 0.1
C 4.3303 -2.8254 3.6251 -0.9 1.0 -0.5
C 3.8710 -3.6752 2.5646 -0.9 1.1 -0.4
C 2.9022 -2.9701 1.8627 0.7 -0.7 0.4
C -2.4027 1.7891 1.4687 -0.2 0.0 -1.1
C -2.7964 2.5996 0.4059 0.6 -0.5 0.6
C -2.8686 1.7908 -0.7607 0.2 -0.6 0.7
C -2.5639 0.4887 -0.3815 0.0 0.7 0.2
C -3.8617 -2.0446 1.5245 -0.7 -0.7 0.4
C -4.7010 -2.9188 2.2142 1.6 1.0 -0.1
C -4.1044 -3.1505 3.4958 1.3 1.0 -0.5
C -2.9293 -2.4024 3.5443 -0.8 -0.8 -0.1
H 1.5928 -1.8361 -0.1529 -0.3 0.2 0.0
H 0.8695 -0.2345 -0.3408 -0.1 -0.1 0.2
H -1.0864 -1.7975 -0.3506 0.2 0.0 0.5
H -0.4219 -2.7235 1.0223 0.0 0.2 -0.3
H 1.7186 2.3933 2.5857 0.9 0.2 -0.3
H 3.5308 4.0132 1.2636 0.0 0.0 0.0
H 4.9650 2.4028 -0.3853 0.1 0.0 0.0
H 4.0026 -0.1461 0.0283 0.2 0.1 0.1
H 3.6418 -0.7509 4.1655 0.2 -0.2 -0.2
H 5.0836 -3.0688 4.3627 -0.1 0.1 -0.1
H 4.2077 -4.6764 2.3460 -0.1 0.1 0.0
H 2.2728 -3.2612 1.0331 0.3 -0.1 0.1
H -2.2698 1.9905 2.5337 -0.4 0.0 -0.4
H -2.9902 3.6568 0.4683 0.0 0.0 0.0
H -3.1154 2.1223 -1.7583 -0.2 0.0 0.2
H -2.5206 -0.4178 -0.9708 -0.1 0.1 0.2
H -3.9920 -1.6073 0.5503 0.0 0.0 0.0
H -5.6247 -3.3431 1.8569 0.0 0.1 -0.1
H -4.4853 -3.7926 4.2721 0.0 0.1 0.1
H -2.2002 -2.2680 4.3221 0.0 -0.1 0.2
Cl -1.5679 0.6951 4.6895 0.4 0.0 -1.1
```
Positions in Å, forces in eV/Å.

***

No. 3
Entry from the OMol25 dataset: C3H5BO2 in the gas phase (ωB97M-V/def2-TZVPD).

Output
highest occupied orbital energy (spin up / spin down): -8.7870 / -8.9309 eV
gap between HOMO and LUMO (spin up / spin down): 8.712 / 8.635 eV
energy relative to the best compared isomer or geometry (same formula, charge and spin): 318.5 kJ/mol
calculated total energy: -292.5775 Ha
2S+1: 1

```
11
Properties=species:S:1:pos:R:3:forces:R:3
B -0.9595 0.0293 0.1706 -1.8 1.4 1.8
C 1.7990 -0.0745 -0.6898 -2.2 0.4 1.1
C 0.3109 -0.5235 0.8332 3.6 -0.6 -2.2
C 1.6281 -0.7217 0.6196 -1.3 1.2 2.2
O -1.4902 1.1376 0.9201 2.5 -1.3 -0.5
O -1.7337 -0.5402 -0.8058 0.9 -0.3 0.0
H 1.5137 0.9628 -0.8136 0.7 0.3 0.1
H 1.4032 -0.6744 -1.4472 0.0 -0.9 -1.7
H 2.4501 -0.9276 1.3067 -0.5 -0.6 -0.1
H -2.3891 1.3684 0.8425 -1.6 0.3 -0.5
H -2.5326 -0.0361 -0.9364 -0.4 0.1 -0.2
```
Positions in Å, forces in eV/Å.